C4H6O2 | the ωB97M-V functional and the def2-TZVPD basis

Structure (XYZ):
```
12
Properties=species:S:1:pos:R:3:forces:R:3
O -1.037313 -1.589112 0.989371 0.1 0.0 0.0
C -0.763600 -0.476673 1.371758 0.3 0.0 -0.2
C -0.251328 0.601644 0.482871 -0.2 0.0 0.1
C -0.500659 0.335973 -0.991085 0.0 -0.1 -0.2
C 0.892617 0.311555 -0.485510 0.0 0.4 0.0
O 1.715002 -0.782488 -0.306160 0.3 0.1 0.4
H -0.893768 -0.222845 2.432994 0.0 0.2 0.2
H -0.285418 1.615232 0.872085 -0.1 -0.2 0.0
H -0.836977 1.158633 -1.613682 0.2 -0.1 0.0
H -1.003561 -0.608618 -1.175201 0.1 0.0 0.1
H 1.489786 1.182572 -0.735268 -0.1 0.1 0.1
H 1.475220 -1.525872 -0.842173 -0.5 -0.5 -0.4
```
Positions in Å, forces in eV/Å.

**Gap between HOMO and LUMO**: 10.76 eV
**Structure (SMILES)**: O=C[C@@H]1C[C@@H]1O
**Relative energy (zero: lowest compared OMol25 entry of this formula, charge and spin)**: 171.2 kJ/mol
**E_LUMO**: 0.9446 eV
**HOMO energy**: -0.3608 hartree

=====

C4H6O2 | the ωB97M-V functional and the def2-TZVPD basis

Structure (XYZ):
```
12
Properties=species:S:1:pos:R:3:forces:R:3
C 0.603994 -0.956668 -1.049135 -0.4 0.0 0.2
C 0.149004 0.317861 -0.313511 -0.9 -0.4 0.7
O -0.454746 1.262009 -0.971910 -1.7 -0.4 1.0
C 0.907765 0.647240 0.929802 0.2 -0.2 0.5
C -1.435442 0.373852 0.633179 0.9 -0.3 -0.9
O 1.483390 -0.191892 1.578484 0.2 0.5 -0.1
H 0.215544 -1.809582 -0.499078 0.0 -0.2 -0.1
H 0.250137 -0.985626 -2.086506 -0.2 0.2 0.4
H 1.699229 -1.084681 -1.069667 -0.4 0.4 0.3
H 0.781619 1.709023 1.223296 0.2 -0.1 0.1
H -2.166325 -0.427808 0.429762 0.6 0.3 -1.2
H -2.034170 1.146273 1.195282 1.6 0.1 -1.0
```
Positions in Å, forces in eV/Å.

**Gap between HOMO and LUMO (spin up / spin down)**: 8.46 / 8.44 eV
**Relative energy (zero: lowest compared OMol25 entry of this formula, charge and spin)**: 513.4 kJ/mol
**E_LUMO (spin up / spin down)**: -0.9696 / -0.9897 eV
**HOMO energy (spin up / spin down)**: -0.3465 / -0.3465 hartree

=====

C4H6O2 | the ωB97M-V functional and the def2-TZVPD basis

Structure (XYZ):
```
12
Properties=species:S:1:pos:R:3:forces:R:3
C 0.637448 0.989621 0.415424 4.9 1.2 1.7
O -0.256756 1.312456 -0.542991 -2.7 -1.9 0.5
C -1.076097 0.078710 -0.440562 -6.2 9.6 0.0
C -0.342087 -0.969071 -0.411708 7.3 -9.0 2.9
O 0.851263 -0.971870 -1.171664 0.4 0.3 0.2
C 0.965080 -0.529376 0.195878 0.5 -0.1 0.9
H 1.418283 1.834771 0.342812 -0.3 -1.8 -0.2
H 0.437796 1.051435 1.535400 -1.0 -0.1 -1.0
H -1.732240 0.140371 0.439813 0.3 0.0 0.2
H -1.732260 0.073221 -1.208376 -2.2 0.6 -2.9
H -0.818234 -1.922546 -0.113020 0.6 0.3 -0.5
H 1.647803 -1.087722 0.958994 -1.4 0.8 -1.7
```
Positions in Å, forces in eV/Å.

**Gap between HOMO and LUMO**: 11.01 eV
**Structure (SMILES)**: C1OC[C@H]2O[C@@H]12
**Relative energy (zero: lowest compared OMol25 entry of this formula, charge and spin)**: 408.6 kJ/mol
**E_LUMO**: 0.9816 eV
**HOMO energy**: -0.3686 hartree

=====

C4H6O2 | the ωB97M-V functional and the def2-TZVPD basis

Structure (XYZ):
```
12
Properties=species:S:1:pos:R:3:forces:R:3
C 1.652001 0.361492 0.990800 0.0 0.1 -0.1
C 0.957068 -0.573962 0.019067 0.3 0.2 -0.8
O 1.415372 -1.633067 -0.328057 -0.3 0.7 -0.2
C -0.566378 -0.227854 -0.225592 -0.4 -0.9 1.0
C -1.736032 0.189589 -1.140223 0.3 -0.1 -0.1
O -0.902681 -0.698185 0.848229 -1.0 0.2 0.5
H 2.532913 0.739394 0.465533 0.0 0.1 0.1
H 1.011923 1.194327 1.289319 0.1 -0.1 -0.1
H 1.999960 -0.161260 1.890660 -0.2 -0.1 -0.4
H -2.615273 -0.117780 -0.555251 0.3 0.1 -0.2
H -1.851911 1.257352 -1.369188 0.5 -0.2 0.2
H -1.747970 -0.357622 -2.085578 0.2 0.0 0.0
```
Positions in Å, forces in eV/Å.

**Gap between HOMO and LUMO**: 10.15 eV
**Structure (SMILES)**: CC(=O)C(C)=O
**Relative energy (zero: lowest compared OMol25 entry of this formula, charge and spin)**: 171.0 kJ/mol
**E_LUMO**: 0.7721 eV
**HOMO energy**: -0.3447 hartree